[1]
175
Properties=species:S:1:pos:R:3 method="wB97M-V/def2-TZVPD" homo_ev=-5.2 gap_ev=7.1 charge=-1 e_tot_ev=-99213.251
C -1.24 7.62 -1.89
C -1.43 7.94 -3.49
O -2.41 7.09 -4.18
C -2.07 5.66 -4.10
C -0.65 5.24 -4.83
O -0.36 3.77 -4.72
C 0.56 3.68 -3.54
C 0.44 2.20 -2.77
C 0.30 2.66 -1.21
C 1.56 3.52 -0.62
N 1.08 4.72 0.22
O -0.87 1.49 -2.98
B -0.75 0.00 -3.16
C -1.22 -0.65 -1.69
C -0.30 -1.92 -1.20
O -0.80 -2.33 0.14
C -0.04 -1.68 1.22
C 0.19 -2.61 2.59
O 0.49 -0.45 1.18
C -1.86 -0.70 -4.17
C -3.06 0.19 -4.80
C -4.03 -0.74 -5.71
C -3.72 -2.31 -5.87
N -2.61 -3.16 -5.36
C -1.75 -2.26 -4.53
O 0.69 -0.11 -3.53
C 1.57 1.04 -3.17
C 2.29 1.34 -4.64
C 2.92 0.01 -5.35
O 3.83 -0.74 -4.67
N 2.61 -0.48 -6.77
C 1.14 -0.42 -7.09
C 3.21 -1.86 -7.01
C 2.48 0.39 -1.97
C 4.03 0.89 -1.90
C 5.01 -0.39 -1.47
F 4.30 1.95 -0.89
H -0.78 8.55 -1.30
H -2.24 7.30 -1.34
H -0.46 6.72 -1.82
H -0.37 8.00 -4.03
H -1.85 9.05 -3.55
H -2.11 5.21 -3.01
H -2.93 5.09 -4.70
H -0.83 5.42 -6.00
H 0.26 5.92 -4.54
H 1.67 3.94 -3.84
H 0.21 4.57 -2.82
H 0.12 1.77 -0.46
H -0.66 3.35 -1.14
H 2.37 3.82 -1.42
H 2.13 2.82 0.16
H 0.63 4.35 1.09
H 0.36 5.24 -0.35
H -2.32 -1.07 -1.85
H -1.33 0.19 -0.85
H -0.41 -2.89 -1.89
H 0.84 -1.70 -1.09
H -0.31 -2.03 3.48
H -0.29 -3.68 2.43
H 1.36 -2.72 2.69
H -3.18 1.33 -4.58
H -4.97 -0.27 -6.25
H -4.51 -2.92 -6.53
H -0.81 -2.82 -4.05
H 1.48 1.79 -5.40
H 3.09 2.19 -4.48
H 0.45 -0.07 -6.21
H 1.03 0.29 -8.03
H 0.79 -1.50 -7.42
H 2.74 -2.27 -8.03
H 4.37 -1.73 -7.18
H 2.93 -2.66 -6.20
H 2.03 0.50 -0.89
H 2.50 -0.79 -2.18
H 4.47 1.28 -2.92
H 6.09 -0.30 -1.96
H 5.14 -0.30 -0.30
H 4.53 -1.43 -1.70
C -5.94 -4.81 -1.21
O -4.56 -5.09 -1.39
C -3.71 -4.04 -0.93
C -3.10 -4.38 0.44
O -4.10 -4.43 1.46
C -4.46 -5.76 1.79
H -6.51 -5.72 -1.37
H -6.15 -4.45 -0.20
H -6.26 -4.06 -1.93
H -4.26 -3.09 -0.89
H -2.91 -3.93 -1.66
H -2.40 -3.58 0.71
H -2.54 -5.32 0.39
H -3.66 -6.23 2.38
H -4.67 -6.37 0.91
H -5.36 -5.73 2.42
C 6.15 8.48 -0.14
O 5.09 7.78 0.50
C 3.84 7.94 -0.17
C 3.50 6.71 -1.01
O 4.41 6.55 -2.11
C 5.39 5.55 -1.86
H 7.10 8.14 0.29
H 6.17 8.29 -1.21
H 6.05 9.55 0.04
H 3.85 8.85 -0.79
H 3.08 8.07 0.60
H 2.50 6.84 -1.44
H 3.48 5.80 -0.39
H 4.93 4.56 -1.93
H 5.86 5.68 -0.88
H 6.16 5.63 -2.63
C -1.87 0.53 4.57
O -3.17 0.39 4.01
C -3.62 -0.97 4.00
C -4.61 -1.23 5.14
O -3.98 -1.13 6.42
C -4.25 0.10 7.07
H -1.68 1.59 4.75
H -1.78 0.00 5.52
H -1.12 0.15 3.87
H -2.77 -1.66 4.06
H -4.12 -1.13 3.05
H -4.99 -2.25 5.05
H -5.47 -0.54 5.08
H -5.28 0.11 7.43
H -4.09 0.96 6.41
H -3.58 0.20 7.93
C -0.87 -2.98 10.49
O -0.28 -3.11 9.20
C -0.82 -2.19 8.25
C 0.11 -0.99 8.03
O 0.21 -0.18 9.21
C 1.41 -0.42 9.93
H -0.27 -3.54 11.21
H -0.91 -1.94 10.82
H -1.88 -3.40 10.47
H -1.82 -1.85 8.57
H -0.93 -2.73 7.31
H -0.30 -0.36 7.24
H 1.11 -1.33 7.71
H 2.26 0.03 9.39
H 1.60 -1.48 10.09
H 1.33 0.07 10.90
C 9.07 1.85 -5.71
O 9.38 0.57 -6.25
C 9.95 -0.31 -5.28
C 8.91 -1.32 -4.77
O 7.88 -0.67 -4.02
C 6.69 -0.50 -4.77
H 8.45 2.39 -6.43
H 8.52 1.77 -4.77
H 9.99 2.42 -5.55
H 10.39 0.25 -4.45
H 10.75 -0.86 -5.78
H 9.41 -2.02 -4.10
H 8.48 -1.89 -5.60
H 6.18 -1.47 -4.87
H 6.88 -0.07 -5.75
H 6.03 0.17 -4.21
C -6.89 -5.21 5.42
O -6.57 -6.49 4.88
C -6.01 -7.37 5.85
C -7.04 -8.38 6.36
O -8.07 -7.73 7.11
C -9.27 -7.56 6.36
H -7.51 -4.67 4.70
H -7.44 -5.29 6.36
H -5.96 -4.64 5.58
H -5.57 -6.81 6.68
H -5.20 -7.92 5.35
H -6.55 -9.08 7.03
H -7.47 -8.95 5.53
H -9.77 -8.53 6.25
H -9.08 -7.13 5.38
H -9.93 -6.89 6.91


[2]
182
Properties=species:S:1:pos:R:3 method="wB97M-V/def2-TZVPD" smiles="CC1(C)CCCC(C)(C)N1O.CC1(C)CCCC(C)(C)N1O.CC1(C)CCCC(C)(C)N1O.CC1(C)CCCC(C)(C)N1O.CC1(C)CCCC(C)(C)N1O.NC(N)=O.NC(N)=O.NC(N)=O.NC(N)=O" homo_ev=-7.6 gap_ev=7.2 e_tot_ev=-90408.435 relative_energy_kcal_mol=66.8
C 6.23 4.75 0.02
C 6.35 3.39 -0.67
C 5.06 2.57 -0.57
C 6.67 3.65 -2.16
C 7.24 2.45 -2.92
C 8.40 1.82 -2.15
C 8.18 1.55 -0.68
C 7.38 0.22 -0.51
C 9.54 1.42 0.02
N 7.47 2.68 -0.07
O 7.31 2.47 1.31
H 5.72 5.52 -0.57
H 5.58 4.57 0.88
H 7.15 5.20 0.38
H 4.98 2.18 0.45
H 4.21 3.19 -0.85
H 5.14 1.70 -1.21
H 5.72 3.92 -2.64
H 7.31 4.53 -2.22
H 6.41 1.75 -3.06
H 7.68 2.82 -3.84
H 9.31 2.41 -2.31
H 8.62 0.93 -2.76
H 6.46 0.27 0.07
H 7.91 -0.60 -0.01
H 7.16 -0.21 -1.49
H 9.37 0.92 0.97
H 10.02 2.39 0.13
H 10.18 0.77 -0.58
H 8.09 2.87 1.69
C -1.01 -2.76 2.06
C -2.42 -3.13 2.55
C -2.65 -2.57 3.98
C -3.51 -2.46 1.68
C -3.90 -3.23 0.42
C -4.22 -4.68 0.78
C -3.07 -5.35 1.51
C -3.65 -6.71 2.00
C -1.94 -5.74 0.52
N -2.60 -4.58 2.64
O -1.53 -5.20 3.31
H -0.57 -3.53 1.42
H -1.00 -1.86 1.43
H -0.25 -2.57 2.82
H -2.27 -1.55 3.95
H -3.68 -2.66 4.31
H -2.09 -3.15 4.72
H -4.40 -2.26 2.28
H -3.12 -1.48 1.40
H -4.80 -2.76 0.01
H -3.05 -3.17 -0.25
H -4.68 -5.21 -0.05
H -5.03 -4.70 1.52
H -4.72 -6.77 2.22
H -3.17 -7.04 2.92
H -3.49 -7.48 1.25
H -1.18 -6.28 1.08
H -1.53 -4.85 0.03
H -2.30 -6.35 -0.30
H -1.93 -5.43 4.15
C -3.03 -1.45 -2.72
C -3.05 -0.23 -3.68
C -1.64 0.33 -3.96
C -3.52 -0.79 -5.02
C -5.03 -0.97 -5.24
C -5.86 0.17 -4.64
C -5.35 0.75 -3.30
C -5.90 2.18 -3.22
C -5.89 -0.01 -2.07
N -3.90 0.89 -3.28
O -3.42 1.43 -2.06
H -2.06 -1.95 -2.85
H -3.03 -1.16 -1.67
H -3.73 -2.23 -3.00
H -1.25 1.00 -3.19
H -0.98 -0.53 -4.01
H -1.60 0.90 -4.89
H -3.29 -0.03 -5.78
H -3.05 -1.73 -5.28
H -5.17 -0.91 -6.32
H -5.48 -1.90 -4.88
H -6.91 -0.02 -4.46
H -5.78 1.00 -5.36
H -5.78 2.68 -2.26
H -6.94 2.28 -3.55
H -5.34 2.85 -3.88
H -5.19 -0.77 -1.72
H -6.72 -0.68 -2.31
H -6.15 0.62 -1.22
H -2.80 2.11 -2.33
C 4.10 -3.33 1.21
C 2.96 -3.55 0.21
C 2.07 -4.65 0.84
C 2.06 -2.30 0.11
C 1.21 -2.23 -1.16
C 2.01 -2.59 -2.40
C 2.78 -3.93 -2.32
C 1.85 -5.14 -2.33
C 3.71 -3.91 -3.54
N 3.56 -3.87 -1.08
O 4.44 -4.97 -0.97
H 3.61 -3.00 2.13
H 4.67 -4.25 1.34
H 4.75 -2.48 0.98
H 1.15 -4.79 0.27
H 2.59 -5.61 0.68
H 1.86 -4.58 1.90
H 1.41 -2.31 0.99
H 2.67 -1.41 0.30
H 0.29 -2.80 -1.09
H 1.00 -1.16 -1.20
H 2.59 -1.73 -2.72
H 1.30 -2.85 -3.20
H 0.94 -4.99 -1.74
H 2.34 -5.95 -1.78
H 1.52 -5.46 -3.32
H 3.06 -4.07 -4.40
H 4.51 -4.64 -3.40
H 4.37 -3.05 -3.67
H 5.31 -4.57 -1.09
C -4.42 4.33 5.50
C -3.92 3.38 4.40
C -2.48 3.83 4.09
C -3.92 1.98 4.99
C -3.81 0.84 4.01
C -4.84 0.98 2.90
C -4.89 2.39 2.22
C -3.67 2.41 1.27
C -6.20 2.34 1.43
N -4.80 3.41 3.24
O -5.22 4.69 2.83
H -3.93 4.08 6.44
H -4.09 5.35 5.27
H -5.51 4.35 5.58
H -1.86 3.91 4.99
H -1.88 3.09 3.55
H -2.53 4.79 3.58
H -3.16 1.96 5.77
H -4.80 1.92 5.65
H -2.79 0.66 3.69
H -4.20 -0.06 4.50
H -5.83 0.67 3.22
H -4.55 0.33 2.06
H -2.78 1.83 1.55
H -3.24 3.41 1.25
H -3.98 2.02 0.30
H -6.44 1.40 0.95
H -6.22 3.19 0.74
H -6.97 2.61 2.17
H -5.94 4.92 3.44
N 2.03 4.94 -0.84
C 2.36 6.22 -0.49
N 1.65 7.21 -1.11
O 3.23 6.49 0.30
H 1.24 4.66 -1.37
H 2.64 4.28 -0.39
H 1.00 7.03 -1.86
H 2.08 8.12 -1.11
N 1.77 2.78 -4.28
C 2.21 1.74 -3.50
N 3.54 1.66 -3.26
O 1.41 1.13 -2.79
H 0.89 3.13 -3.94
H 2.50 3.41 -4.57
H 4.17 2.18 -3.85
H 3.82 1.02 -2.55
N 0.16 -0.67 4.59
C -0.22 0.23 5.54
N -0.01 1.50 5.02
O -0.62 0.03 6.67
H 0.36 -0.26 3.70
H 0.10 -1.65 4.81
H -0.21 2.32 5.55
H 0.23 1.62 4.05
N 1.72 1.87 0.38
C 0.79 0.91 0.68
N -0.05 0.70 -0.38
O 0.63 0.45 1.79
H 2.39 2.14 1.09
H 1.70 2.41 -0.46
H 0.33 0.88 -1.30
H -0.95 0.29 -0.17